The following is a quantum chemistry calculation of the ion C4H11N2O2 with charge +1 in a non-equilibrium geometry, from the Open Molecules 2025 dataset.

Geometry as XYZ:
```
19
Properties=species:S:1:pos:R:3
C 1.2331 0.9873 0.4901
C 1.7267 -0.2702 -0.2239
C -0.6467 -1.0226 -0.6695
C -1.5488 -0.0361 0.0324
N 0.3291 1.7120 -0.4110
N 0.6841 -1.3192 -0.0853
O -1.3807 0.1180 1.2935
O -2.4852 0.4213 -0.7138
H 0.5616 0.6055 1.3293
H 2.0711 1.6144 0.8529
H 1.6660 0.0457 -1.1993
H 2.7137 -0.7783 0.1536
H -1.1407 -1.9226 -0.7396
H -0.5276 -0.6878 -1.6665
H 0.2221 2.6230 0.0980
H 0.9008 -2.0989 -0.6685
H 0.5604 -1.6624 0.9468
H -2.2009 0.3444 1.7766
H -2.7380 1.3264 -0.5956
```

Values from the calculation:
- orbital gap (alpha / beta) (eV) = 8.99 / 6.39
- total charge = +1
- HOMO level (alpha / beta) (eV) = -12.438 / -10.421
- DFT total energy (Ha) = -418.5907
- LUMO energy (alpha / beta) (Eh) = -0.127 / -0.148

---

The following is a quantum chemistry calculation of a cluster of 2 separate species, C4H11N2OS in total in a non-equilibrium geometry, from the Open Molecules 2025 dataset.

Geometry as XYZ:
```
19
Properties=species:S:1:pos:R:3
C 0.2761 1.0539 -2.5659
C 0.7157 -0.4085 -2.4201
C 0.4866 -0.9688 -1.0085
S 1.5266 -0.1290 0.2320
H -0.8063 1.1753 -2.3341
H 0.4286 1.4197 -3.5706
H 0.8395 1.6819 -1.8754
H 0.1909 -1.0026 -3.1512
H 1.8123 -0.4672 -2.6494
H 0.7368 -2.0348 -1.0050
H -0.5902 -0.8511 -0.7487
N -0.5265 -1.1131 2.7404
C -1.1176 0.1301 3.0033
N -0.8469 1.0876 2.0274
O -1.7989 0.3275 4.0051
H -0.4688 -1.7250 3.5295
H 0.2664 -1.0978 2.1152
H -0.0565 0.9097 1.3364
H -1.0676 2.0122 2.3397
```

Values from the calculation:
- orbital gap (eV) = 7.16
- total charge = -1
- HOMO level (eV) = -3.287
- DFT total energy (Ha) = -742.0445
- LUMO energy (Eh) = 0.142

---

The following is a quantum chemistry calculation of a cluster of 2 separate species, C4H11N2OS in total in a non-equilibrium geometry, from the Open Molecules 2025 dataset.

Geometry as XYZ:
```
19
Properties=species:S:1:pos:R:3
C -1.4439 0.3429 0.2257
C -3.6760 -0.3850 1.2219
C -0.1786 2.0338 -0.8030
C 2.6224 -2.2089 -0.2239
N -2.4517 0.1883 0.7941
N -0.3573 0.7561 -0.3105
O 2.9791 0.6065 -0.1807
S 2.3462 -0.6432 -1.1893
H -3.9837 0.2865 2.2042
H -4.4480 -0.3812 0.5422
H -3.5109 -1.3721 1.6186
H 0.4214 2.0461 -1.7683
H 0.4112 2.6273 0.0329
H -1.1798 2.4619 -1.1480
H 3.0529 -1.6667 0.6494
H 3.3967 -2.7750 -0.7104
H 1.6852 -2.8019 0.0846
H 3.8614 0.8264 -0.5440
H 0.4532 0.0583 -0.4954
```

Values from the calculation:
- orbital gap (eV) = 9.61
- total charge = +1
- HOMO level (eV) = -12.982
- DFT total energy (Ha) = -741.6003
- LUMO energy (Eh) = -0.124

---

The following is a quantum chemistry calculation of a cluster of 2 separate species, C4H11N2S in total in a non-equilibrium geometry, from the Open Molecules 2025 dataset.

Geometry as XYZ:
```
18
Properties=species:S:1:pos:R:3
N -0.8386 1.2711 -1.5015
C -1.7565 2.1509 -1.0245
N -2.5552 1.8688 -0.0594
H -0.7955 0.3830 -1.0170
H -0.0616 1.5701 -2.0595
H -1.6834 3.1453 -1.4994
H -3.2571 2.6050 -0.0538
C 2.2668 -0.9673 0.9235
C 1.0686 -1.1527 -0.0093
C -0.2683 -1.2557 0.7011
S -0.2930 -2.3750 2.1761
H 2.0501 -0.1641 1.6415
H 3.2515 -0.8665 0.4439
H 2.2564 -1.8892 1.5367
H 1.0495 -0.2867 -0.6953
H 1.1906 -2.0914 -0.5986
H -1.0180 -1.6744 0.0197
H -0.6064 -0.2712 1.0758
```

Values from the calculation:
- orbital gap (eV) = 5.34
- total charge = -1
- HOMO level (eV) = -2.175
- DFT total energy (Ha) = -666.7129
- LUMO energy (Eh) = 0.116

---

The following is a quantum chemistry calculation of the ion C4H11N2S with charge +1 in a non-equilibrium geometry, from the Open Molecules 2025 dataset.

Geometry as XYZ:
```
18
Properties=species:S:1:pos:R:3
C -0.5948 0.9853 0.1136
C 1.8220 0.8392 -0.1407
C 0.6003 -0.9897 0.9094
C -2.4589 -0.9216 -0.7916
N 0.5644 0.2726 0.2835
N -0.5669 2.2430 -0.3045
S -2.1852 0.2847 0.5289
H 2.3071 1.1396 0.7275
H 2.3617 0.1713 -0.6624
H 1.7205 1.6479 -0.8377
H 0.6961 -1.8707 0.1336
H 1.5494 -1.0049 1.5270
H -0.1895 -1.0632 1.6240
H -1.8213 -0.5083 -1.6682
H -3.5760 -1.1133 -0.9802
H -2.1130 -1.9287 -0.4325
H 0.2756 2.8600 -0.2590
H -1.4856 2.7327 -0.1610
```

Values from the calculation:
- orbital gap (eV) = 9.88
- total charge = +1
- HOMO level (eV) = -13.762
- DFT total energy (Ha) = -666.4364
- LUMO energy (Eh) = -0.143

---

The following is a quantum chemistry calculation of a structure of composition C4H11N2SSn in a non-equilibrium geometry, from the Open Molecules 2025 dataset.

Geometry as XYZ:
```
19
Properties=species:S:1:pos:R:3
C -2.2057 -1.2347 -2.2046
Sn -1.0165 -0.0982 0.3602
N 0.4432 0.5566 -1.6758
H -1.7537 -1.1670 1.4895
H -2.6294 -0.4363 -1.6071
H -3.0471 -1.8612 -2.0802
H -1.3438 -1.9029 -1.9070
H -1.9164 -0.8180 -3.1360
H 1.3116 0.2548 -1.2762
H 0.4749 1.5760 -1.6496
H 0.4060 0.2520 -2.6360
S 1.9214 2.0294 2.5948
C 2.0457 0.3026 2.9225
C 1.3312 -0.4558 2.0418
N 0.7518 0.3838 1.0582
C 0.9092 1.7408 1.2853
H 2.6518 -0.0750 3.7389
H 1.1907 -1.5414 2.0569
H 0.4752 2.4945 0.6242
```

Values from the calculation:
- orbital gap (alpha / beta) (eV) = 3.78 / 4.48
- total charge = -1
- HOMO level (alpha / beta) (eV) = -0.545 / -1.223
- DFT total energy (Ha) = -880.8236
- LUMO energy (alpha / beta) (Eh) = 0.119 / 0.120

---

The following is a quantum chemistry calculation of a structure of composition C4H11N3 in a non-equilibrium geometry, from the Open Molecules 2025 dataset.

Geometry as XYZ:
```
18
Properties=species:S:1:pos:R:3
C -0.3302 -0.4384 0.6372
C -0.4606 -0.5757 -0.8047
C 1.7593 1.2618 0.1526
C 1.3781 -0.1812 0.3121
N -1.0543 0.5964 1.1552
N -2.4015 -0.4136 -0.9441
N 2.1289 -1.1800 0.4927
H -0.2643 -1.4000 1.1600
H -0.9524 0.6227 2.1658
H -2.3661 0.1913 -0.0140
H 3.1167 -0.9187 0.5787
H -2.8841 -1.2914 -0.7945
H -2.7464 0.0437 -1.7783
H -0.1824 -1.5113 -1.2725
H -0.3256 0.3299 -1.3838
H 2.5260 1.5408 0.8803
H 2.1718 1.4207 -0.8454
H 0.8872 1.9031 0.3029
```

Values from the calculation:
- orbital gap (eV) = 7.56
- total charge = 0
- HOMO level (eV) = -6.967
- DFT total energy (Ha) = -323.1309
- LUMO energy (Eh) = 0.022

---

The following is a quantum chemistry calculation of a cluster of 2 separate species, C4H11N3 in total in a non-equilibrium geometry, from the Open Molecules 2025 dataset.

Geometry as XYZ:
```
18
Properties=species:S:1:pos:R:3
C 0.0627 1.0419 -0.2085
C 0.7298 -0.0386 -0.9416
C 1.3683 -1.1510 -0.2146
N 0.8138 1.6053 0.9094
N -1.4853 -0.9110 -1.2392
C -1.1386 -0.2950 1.4444
N -1.2098 0.3714 0.3443
H -0.3192 1.7998 -0.8986
H 0.8052 0.0363 -2.0165
H 0.3185 2.3913 1.3165
H 1.7179 1.9248 0.5870
H -2.4296 -0.9327 -0.8532
H -1.5791 -0.2657 -2.0287
H 2.1874 -0.8323 0.4391
H 1.7411 -1.9188 -0.8927
H 0.6244 -1.6078 0.4760
H -0.2853 -0.2053 2.1114
H -1.9221 -1.0127 1.6655
```

Values from the calculation:
- orbital gap (alpha / beta) (eV) = 8.18 / 7.77
- total charge = 0
- HOMO level (alpha / beta) (eV) = -7.676 / -7.336
- DFT total energy (Ha) = -323.0826
- LUMO energy (alpha / beta) (Eh) = 0.019 / 0.016

---

The following is a quantum chemistry calculation of an isolated molecule of C4H11N3 in a non-equilibrium geometry, from the Open Molecules 2025 dataset.

Geometry as XYZ:
```
18
Properties=species:S:1:pos:R:3
C -1.1424 0.0367 -1.1470
C -1.0360 0.4572 0.3840
C -0.0898 -1.5798 1.0789
C 1.8030 1.3069 0.0105
N 0.2013 0.0357 -1.7685
N 0.2130 -0.1428 0.8743
N 1.2766 -0.0253 -0.0510
H -1.5619 -0.9245 -1.1807
H -1.5963 0.7380 -1.6925
H -1.1807 1.5482 0.3665
H -1.9893 0.0388 0.8452
H 0.7888 -2.1960 1.4624
H -1.0274 -1.5296 1.6372
H -0.3322 -2.1386 0.2093
H 1.1535 1.9464 -0.4496
H 1.9634 1.4796 1.0759
H 2.8425 1.3237 -0.4803
H 0.5058 -0.8472 -2.1134
```

Values from the calculation:
- orbital gap (eV) = 9.74
- total charge = 0
- HOMO level (eV) = -8.750
- DFT total energy (Ha) = -323.1055
- LUMO energy (Eh) = 0.036

---

The following is a quantum chemistry calculation of an isolated molecule of C4H11N3 in a non-equilibrium geometry, from the Open Molecules 2025 dataset.

Geometry as XYZ:
```
18
Properties=species:S:1:pos:R:3
H -2.2728 2.7085 -1.3272
N -1.6153 1.9620 -1.5263
C -1.3239 1.3635 -0.4475
N -2.0088 1.5633 0.8095
N -0.2227 0.5349 -0.3642
C -0.1531 -0.5895 0.6042
C 0.8416 -1.6750 0.1211
C 2.1621 -1.0089 -0.3542
H -1.2950 1.6442 1.5274
H -2.5890 0.8565 1.2382
H 0.4584 0.7999 -1.0474
H 0.2508 -0.2164 1.5360
H -1.1748 -0.9430 0.6278
H 0.4206 -2.2119 -0.7446
H 1.0872 -2.4227 0.8800
H 2.0014 -0.2825 -1.1356
H 2.5828 -0.3696 0.4366
H 2.8506 -1.7135 -0.8337
```

Values from the calculation:
- orbital gap (eV) = 9.55
- total charge = 0
- HOMO level (eV) = -8.749
- DFT total energy (Ha) = -323.2513
- LUMO energy (Eh) = 0.029

---

The following is a quantum chemistry calculation of a cluster of 2 separate species, C4H11N3 in total in a non-equilibrium geometry, from the Open Molecules 2025 dataset.

Geometry as XYZ:
```
18
Properties=species:S:1:pos:R:3
C -0.2144 -1.8992 -2.1536
C -1.7887 0.4687 0.8285
C 0.5538 1.4187 1.5660
C -0.3397 0.2670 1.1740
N -0.5021 -1.0643 -1.2278
N 1.7187 -0.0867 -1.2300
N 0.3657 -0.1518 -0.8783
H -1.0698 -2.5563 -2.5938
H 0.6953 -2.0737 -2.6718
H -1.8877 1.4748 0.5549
H -1.9878 -0.2702 0.1775
H -2.2989 0.3513 1.8294
H 1.5362 1.2030 1.2987
H 0.7585 1.3299 2.5793
H 0.2695 2.3354 1.1881
H -0.2625 -0.8196 1.4991
H 2.1941 0.7830 -1.3612
H 2.2596 -0.7100 -0.5790
```

Values from the calculation:
- orbital gap (eV) = 8.20
- total charge = 0
- HOMO level (eV) = -7.316
- DFT total energy (Ha) = -323.0611
- LUMO energy (Eh) = 0.032

---

The following is a quantum chemistry calculation of an isolated molecule of C4H11N3 in a non-equilibrium geometry, from the Open Molecules 2025 dataset.

Geometry as XYZ:
```
18
Properties=species:S:1:pos:R:3
C -0.9651 -2.2322 -0.5151
N -0.8527 -0.9233 0.0989
C 0.2144 -0.1935 -0.0222
C 1.4698 -0.6802 -0.7249
N 0.1490 1.0915 0.5040
C -1.2727 1.4362 1.0929
N 1.0166 2.0807 -0.0386
H -1.2659 -2.1463 -1.5648
H -0.0545 -2.8340 -0.4565
H -1.7424 -2.7974 0.0081
H 1.2769 -0.7556 -1.7982
H 2.3189 -0.0168 -0.5572
H 1.7601 -1.6648 -0.3506
H -1.1307 2.3589 1.6611
H -1.6719 0.6996 1.7931
H -1.9492 1.6326 0.2586
H 1.9605 1.9381 0.3244
H 0.7389 3.0065 0.2870
```

Values from the calculation:
- orbital gap (eV) = 8.53
- total charge = 0
- HOMO level (eV) = -7.560
- DFT total energy (Ha) = -323.2001
- LUMO energy (Eh) = 0.036

---

The following is a quantum chemistry calculation of a cluster of 2 separate species, C4H11N3 in total in a non-equilibrium geometry, from the Open Molecules 2025 dataset.

Geometry as XYZ:
```
18
Properties=species:S:1:pos:R:3
C -1.9515 -1.4035 -0.5849
N -1.5689 -0.1947 -0.5912
N -0.7640 0.3054 0.3355
C -0.6064 1.8067 0.3201
N -0.5120 -0.4167 1.5053
H -1.7607 -2.1071 0.2222
H -2.5471 -1.7243 -1.4201
H -1.4103 2.2328 0.9320
H -0.7233 2.1843 -0.6906
H 0.3552 2.0733 0.7614
H 0.4929 -0.4233 1.6820
H -1.0119 -0.0198 2.3039
C 1.8220 0.1130 -1.1989
C 2.1481 -0.8587 -0.3577
H 0.9895 0.0203 -1.8743
H 2.4466 0.9869 -1.3165
H 1.5408 -1.7415 -0.2492
H 3.0609 -0.8331 0.2212
```

Values from the calculation:
- orbital gap (eV) = 9.10
- total charge = 0
- HOMO level (eV) = -8.081
- DFT total energy (Ha) = -323.1492
- LUMO energy (Eh) = 0.038

---

The following is a quantum chemistry calculation of an isolated molecule of C4H11N3 in a non-equilibrium geometry, from the Open Molecules 2025 dataset.

Geometry as XYZ:
```
18
Properties=species:S:1:pos:R:3
H -3.0066 -0.5155 1.5529
N -2.0088 -0.6602 1.4796
C -1.4299 -0.0173 0.5486
N -2.1276 0.6690 -0.4631
N -0.0503 0.1044 0.5192
C 0.5981 0.4857 -0.7524
C 2.0970 0.4263 -0.6088
C 2.6443 -0.9581 -0.3399
H -1.7337 0.9875 -1.3243
H -3.0969 0.6412 -0.2178
H 0.3669 -0.7307 0.9077
H 0.3058 -0.2246 -1.5391
H 0.2527 1.4956 -0.9669
H 2.4835 1.1258 0.1312
H 2.5643 0.8188 -1.5107
H 2.3571 -1.3262 0.6444
H 2.2447 -1.6795 -1.0615
H 3.7304 -0.9899 -0.4135
```

Values from the calculation:
- orbital gap (eV) = 9.48
- total charge = 0
- HOMO level (eV) = -8.588
- DFT total energy (Ha) = -323.2729
- LUMO energy (Eh) = 0.033

---

Values for ΔE to the lowest compared entry with this formula, charge and spin, kcal/mol, ordered as above
131.2; 1.5; 85.3; 21.1; 19.9; 41.4; 110.2; 140.5; 126.2; 34.6; 154.0; 66.8; 98.8; 21.1